# C3H7NO

An isolated molecule of C3H7NO (ωB97M-V/def2-TZVPD, the Open Molecules 2025 dataset).

## Properties
- Largest force on an atom: 1.5 eV Å⁻¹
- Frontier orbital gap (alpha / beta): 7.7177 / 8.9134 eV
- E_tot: -6757.8509 eV
- Relative energy (zero: lowest compared OMol25 entry of this formula, charge and spin): 472.73 kJ/mol
- LUMO (alpha / beta): -0.047 / -0.019 hartree

```
! RIJCOSX wB97M-V def2-TZVPD def2/J DEFGRID3
* xyz 0 1
O 1.361 -0.131 1.121
N -0.970 -0.476 1.253
C 0.322 -0.613 -0.950
C 0.204 0.016 0.585
C 0.192 1.399 0.068
H -0.223 1.665 -0.902
H 1.186 -0.262 -1.517
H -0.604 -0.470 -1.513
H 0.472 -1.670 -0.725
H 0.911 2.088 0.500
H -1.027 -1.485 1.181
H -1.823 -0.061 0.897
*
```